Entry 1:
{
  "formula": "C16H25NO2",
  "method": "ωB97M-V/def2-TZVPD",
  "elements": ["C", "O", "C", "C", "C", "C", "O", "C", "C", "C", "N", "C", "C", "C", "C", "C", "C", "C", "C", "H", "H", "H", "H", "H", "H", "H", "H", "H", "H", "H", "H", "H", "H", "H", "H", "H", "H", "H", "H", "H", "H", "H", "H", "H"],
  "coordinates": [[6.39576, 3.09195, 0.02969], [6.04359, 2.15471, 1.01591], [4.75429, 1.70032, 1.04682], [3.74696, 2.09011, 0.17043], [2.47687, 1.56255, 0.29851], [2.17739, 0.63926, 1.29673], [0.88942, 0.19209, 1.32807], [0.52073, -0.76732, 2.29520], [-0.95045, -1.11450, 2.08759], [-1.22503, -1.83262, 0.75352], [-2.21664, -1.11454, -0.02675], [-1.63815, 0.01896, -0.72595], [-2.74385, 0.87892, -1.32667], [-3.58510, 0.04722, -2.28838], [-4.11498, -1.18915, -1.56401], [-4.92156, -2.08246, -2.50072], [-2.94086, -1.95940, -0.95576], [3.18539, 0.24905, 2.17279], [4.45561, 0.77650, 2.04418], [6.26472, 2.68526, -0.97878], [7.44987, 3.31079, 0.19389], [5.81631, 4.01630, 0.12611], [3.93575, 2.80295, -0.61647], [1.69109, 1.86000, -0.37808], [1.13966, -1.67018, 2.19078], [0.66615, -0.35881, 3.30574], [-1.53514, -0.19530, 2.10995], [-1.27086, -1.73609, 2.92371], [-0.28226, -1.94788, 0.19266], [-1.61302, -2.83383, 0.95413], [-1.04798, 0.60031, -0.01706], [-0.95844, -0.32106, -1.53101], [-3.37727, 1.25329, -0.52085], [-2.30388, 1.73330, -1.84447], [-4.41574, 0.63980, -2.67755], [-2.96974, -0.26674, -3.13570], [-4.75655, -0.85919, -0.74068], [-5.75394, -1.52936, -2.92989], [-5.31872, -2.94190, -1.96516], [-4.29554, -2.44476, -3.31400], [-3.32277, -2.82668, -0.40983], [-2.28747, -2.32891, -1.76955], [2.99488, -0.46255, 2.96041], [5.24148, 0.47957, 2.72050]],
  "nbo_charge": [-0.251, -0.495, 0.269, -0.275, -0.261, 0.350, -0.531, -0.062, -0.426, -0.212, -0.444, -0.230, -0.401, -0.395, -0.222, -0.600, -0.210, -0.292, -0.237, 0.173, 0.199, 0.173, 0.218, 0.221, 0.169, 0.176, 0.223, 0.212, 0.169, 0.197, 0.220, 0.156, 0.202, 0.205, 0.206, 0.193, 0.200, 0.209, 0.206, 0.201, 0.197, 0.156, 0.219, 0.223],
  "orbital_gap_ev": 8.800,
  "smiles": "COc1ccc(OCCCN2CCC[C@@H](C)C2)cc1",
  "e_above_lowest_ev": 1.254
}

***

Entry 2:
{
  "formula": "C16H25NO2",
  "method": "ωB97M-V/def2-TZVPD",
  "elements": ["C", "C", "C", "O", "C", "C", "C", "C", "O", "C", "C", "N", "C", "C", "C", "C", "C", "C", "C", "H", "H", "H", "H", "H", "H", "H", "H", "H", "H", "H", "H", "H", "H", "H", "H", "H", "H", "H", "H", "H", "H", "H", "H", "H"],
  "coordinates": [[-5.82424, 0.15629, 1.81895], [-6.57818, -0.63262, 0.75526], [-6.07446, -0.38103, -0.67041], [-4.81715, -0.97561, -0.91539], [-3.65107, -0.29343, -0.71672], [-2.49281, -1.05738, -0.84332], [-1.23914, -0.49536, -0.69956], [-1.11229, 0.86128, -0.42154], [0.06945, 1.52700, -0.25729], [1.27271, 0.80548, -0.39254], [2.42643, 1.79956, -0.16705], [3.75267, 1.30910, -0.44142], [4.30470, 0.31128, 0.45425], [5.84591, 0.31091, 0.33316], [6.20533, -0.99870, -0.36409], [5.16815, -1.97130, 0.18672], [3.87812, -1.15255, 0.17121], [-2.26801, 1.62714, -0.29598], [-3.52033, 1.06447, -0.44113], [-6.21843, -0.07795, 2.80525], [-5.93188, 1.22649, 1.65509], [-4.76560, -0.09165, 1.80578], [-7.63808, -0.37154, 0.78742], [-6.48558, -1.70068, 0.96107], [-6.75234, -0.87288, -1.37670], [-6.06806, 0.68970, -0.89613], [-2.59650, -2.10872, -1.06134], [-0.37179, -1.12765, -0.80585], [1.34735, 0.37331, -1.40234], [1.31710, -0.00795, 0.34357], [2.39459, 2.14441, 0.86942], [2.24833, 2.66399, -0.81319], [3.83437, 1.00298, -1.40535], [4.00940, 0.60704, 1.46473], [6.29599, 0.33556, 1.32532], [6.18014, 1.18831, -0.21646], [6.08454, -0.89888, -1.44406], [7.22775, -1.31308, -0.16029], [5.08680, -2.88451, -0.40188], [5.42660, -2.24357, 1.21124], [3.15309, -1.52098, 0.89599], [3.42350, -1.20779, -0.82065], [-2.16446, 2.67892, -0.08075], [-4.38259, 1.70256, -0.33303]],
  "nbo_charge": [-0.611, -0.418, -0.057, -0.504, 0.273, -0.228, -0.307, 0.344, -0.519, -0.084, -0.222, -0.621, -0.051, -0.410, -0.403, -0.401, -0.429, -0.245, -0.286, 0.211, 0.198, 0.215, 0.202, 0.207, 0.191, 0.167, 0.221, 0.219, 0.163, 0.170, 0.193, 0.202, 0.349, 0.194, 0.203, 0.223, 0.191, 0.211, 0.209, 0.196, 0.212, 0.196, 0.220, 0.216],
  "orbital_gap_ev": 8.630,
  "smiles": "CCCOc1ccc(OCCNC2CCCC2)cc1",
  "e_above_lowest_ev": 1.423
}

***

Entry 3:
{
  "formula": "C16H25NO3",
  "method": "ωB97M-V/def2-TZVPD",
  "elements": ["C", "C", "C", "C", "C", "C", "O", "C", "C", "O", "C", "C", "N", "C", "C", "O", "C", "C", "C", "C", "H", "H", "H", "H", "H", "H", "H", "H", "H", "H", "H", "H", "H", "H", "H", "H", "H", "H", "H", "H", "H", "H", "H", "H", "H"],
  "coordinates": [[-6.58498, 0.69797, 0.84158], [-5.36852, 0.06628, 0.23573], [-5.39825, -1.26684, -0.15473], [-4.28335, -1.85403, -0.71630], [-3.12144, -1.12352, -0.89511], [-3.07565, 0.21005, -0.50976], [-1.97909, 1.02374, -0.66351], [-0.77584, 0.49128, -1.15173], [-0.01556, -0.30997, -0.08851], [1.09068, -0.91087, -0.71941], [1.88337, -1.72148, 0.12133], [2.84972, -0.96272, 1.04072], [4.05192, -0.56088, 0.33696], [5.11164, -0.14547, 1.23972], [6.37165, 0.14081, 0.42203], [6.14686, 1.14363, -0.53883], [5.09826, 0.76851, -1.40292], [3.80859, 0.49661, -0.63165], [-4.20580, 0.81382, 0.06123], [-4.15926, 2.25445, 0.47516], [-6.36975, 1.06241, 1.84552], [-7.40002, -0.01872, 0.90081], [-6.91301, 1.54833, 0.24489], [-6.30064, -1.84423, -0.01737], [-4.30975, -2.89006, -1.02008], [-2.26556, -1.60623, -1.33902], [-0.93103, -0.13478, -2.03755], [-0.17556, 1.35562, -1.44789], [-0.67135, -1.08009, 0.34753], [0.29353, 0.36554, 0.72104], [1.23171, -2.36131, 0.73359], [2.46977, -2.34981, -0.55312], [2.33363, -0.10147, 1.50082], [3.14957, -1.64206, 1.84284], [5.31415, -0.95218, 1.94788], [4.83332, 0.76233, 1.80541], [7.17508, 0.50504, 1.06490], [6.69090, -0.78765, -0.07526], [4.96486, 1.59750, -2.09984], [5.38165, -0.13743, -1.95927], [3.02691, 0.17497, -1.31904], [3.48401, 1.42700, -0.13011], [-4.38333, 2.35416, 1.53668], [-4.89854, 2.83337, -0.07733], [-3.17549, 2.66837, 0.28196]],
  "nbo_charge": [-0.634, 0.002, -0.247, -0.178, -0.318, 0.290, -0.504, -0.072, -0.088, -0.545, -0.070, -0.244, -0.442, -0.248, -0.072, -0.523, -0.073, -0.267, 0.001, -0.654, 0.217, 0.216, 0.218, 0.207, 0.210, 0.216, 0.179, 0.196, 0.172, 0.168, 0.170, 0.203, 0.168, 0.205, 0.202, 0.166, 0.192, 0.165, 0.193, 0.165, 0.228, 0.163, 0.214, 0.215, 0.238],
  "orbital_gap_ev": 9.280,
  "smiles": "Cc1cccc(OCCOCCN2CCOCC2)c1C",
  "e_above_lowest_ev": 2.652
}

***

Entry 4:
{
  "formula": "C16H26BF2N2O9",
  "method": "ωB97M-V/def2-TZVPD",
  "elements": ["C", "C", "C", "N", "C", "C", "C", "C", "C", "O", "C", "C", "O", "O", "C", "O", "O", "C", "N", "C", "C", "H", "H", "H", "H", "H", "H", "H", "H", "H", "H", "H", "H", "H", "H", "H", "H", "H", "H", "H", "H", "H", "H", "H", "H", "H", "H", "B", "O", "C", "O", "C", "O", "O", "F", "F"],
  "coordinates": [[-2.36764, -0.44019, 3.08889], [-1.60100, 0.52676, 2.18048], [-0.16567, 0.09550, 1.86625], [0.03720, -1.21826, 1.22744], [-0.50732, -1.53704, -0.06468], [0.02755, -0.75567, -1.27169], [0.00237, 0.78955, -1.24193], [1.37057, 1.48508, -1.03919], [2.41917, 0.63176, -0.34763], [3.32187, 1.49789, 0.38517], [4.17669, 0.79173, 1.17070], [3.96926, 1.01787, 2.64572], [5.03652, 0.07671, 0.71654], [-1.96899, -1.44700, -0.08808], [-2.48249, -2.57786, 0.42875], [-3.62115, -2.71543, 0.78318], [-1.53624, -3.53290, 0.49305], [-0.35066, -3.07792, -0.26273], [-0.45634, -3.47003, -1.63318], [0.83965, -3.77371, 0.37069], [2.19183, -3.43530, -0.25287], [-3.43745, -0.38902, 2.87738], [-2.08179, -1.48372, 2.94595], [-2.23922, -0.19017, 4.14541], [-2.16202, 0.69321, 1.26117], [-1.53157, 1.50153, 2.67382], [0.37832, 0.04351, 2.81806], [0.33288, 0.87262, 1.29646], [-0.25172, -1.92417, 1.89301], [-0.60920, -1.07059, -2.09985], [1.01925, -1.14274, -1.51344], [-0.39621, 1.14159, -2.19293], [-0.71948, 1.12563, -0.50470], [1.74357, 1.85777, -1.99414], [1.20588, 2.38090, -0.43416], [1.97949, -0.08363, 0.34960], [3.01073, 0.05713, -1.06902], [2.94383, 1.33646, 2.83168], [4.66262, 1.77447, 3.01071], [4.14395, 0.07220, 3.16115], [-1.29876, -3.12240, -2.07193], [-0.42501, -4.47788, -1.70457], [0.65481, -4.84830, 0.25096], [0.87413, -3.59308, 1.44442], [2.46786, -2.39194, -0.09973], [2.18780, -3.63812, -1.32486], [2.96550, -4.06013, 0.19907], [-3.50435, 4.17475, -3.59971], [-2.29000, 3.40477, -3.15757], [-1.59946, 4.11253, -2.29693], [-0.57524, 3.77263, -1.76126], [-2.32259, 5.45860, -2.08466], [-1.95346, 6.33798, -1.35363], [-3.39828, 5.46250, -2.83838], [-4.65766, 3.49442, -3.24853], [-3.45232, 4.40917, -4.96376]],
  "nbo_charge": [-0.615, -0.427, -0.215, -0.665, 0.398, -0.433, -0.409, -0.437, -0.078, -0.549, 0.817, -0.730, -0.573, -0.534, 0.971, -0.593, -0.538, 0.392, -0.842, -0.420, -0.610, 0.229, 0.189, 0.199, 0.223, 0.208, 0.189, 0.210, 0.368, 0.228, 0.220, 0.248, 0.215, 0.221, 0.243, 0.183, 0.183, 0.230, 0.243, 0.233, 0.378, 0.372, 0.206, 0.219, 0.218, 0.216, 0.211, 1.259, -0.664, 0.683, -0.613, 0.675, -0.586, -0.662, -0.542, -0.543],
  "orbital_gap_ev": 8.803,
  "e_above_lowest_ev": 0.093,
  "total_charge": -1
}

***

Entry 5:
{
  "formula": "C16H26F18N5O15PtS6",
  "method": "ωB97M-V/def2-TZVPD",
  "elements": ["Pt", "C", "F", "F", "F", "S", "O", "O", "N", "S", "O", "O", "C", "F", "F", "F", "C", "F", "F", "F", "S", "O", "O", "N", "S", "O", "O", "C", "F", "F", "F", "C", "F", "F", "F", "S", "O", "O", "N", "S", "O", "O", "C", "F", "F", "F", "C", "C", "C", "O", "C", "N", "H", "H", "H", "H", "H", "H", "H", "H", "H", "H", "H", "C", "O", "C", "C", "N", "C", "C", "O", "C", "H", "H", "H", "H", "H", "H", "H", "H", "H", "H", "H", "H", "H", "H", "H"],
  "coordinates": [[-1.89322, 0.42573, -0.10919], [-5.37547, -0.97079, -2.13345], [-4.31139, -1.67470, -2.52987], [-6.32523, -1.02060, -3.07573], [-5.94863, -1.50033, -1.08638], [-4.91324, 0.91081, -1.90202], [-4.05676, 1.23113, -3.04880], [-6.22974, 1.61617, -1.83711], [-3.88269, 0.85198, -0.46936], [-4.92884, 1.21596, 0.67977], [-6.14967, 0.42877, 0.69115], [-4.14384, 1.00461, 1.89589], [-5.25941, 3.14126, 0.49894], [-5.03958, 3.73267, 1.72184], [-4.44360, 3.68777, -0.40746], [-6.55463, 3.33806, 0.17477], [4.62979, 1.92632, -2.37009], [4.05835, 2.21690, -3.53923], [4.97604, 0.60775, -2.31344], [5.84475, 2.61269, -2.39649], [3.42016, 2.38174, -0.90028], [3.44723, 3.80272, -0.77649], [2.09985, 1.84482, -1.29340], [4.22713, 1.70572, 0.46449], [3.49234, 2.26292, 1.64494], [4.04445, 3.52961, 2.07242], [2.05023, 2.09493, 1.62431], [4.18678, 1.00409, 3.01108], [3.75127, 1.41477, 4.22543], [3.86304, -0.23209, 2.78059], [5.49840, 1.07173, 2.95346], [3.04087, -2.72692, -2.59497], [3.59266, -1.68394, -3.19665], [1.90582, -3.01248, -3.17024], [3.85848, -3.79102, -2.82095], [2.75596, -2.42667, -0.71829], [2.09667, -1.13203, -0.49934], [1.87151, -3.53668, -0.36338], [4.33879, -2.35018, -0.02854], [4.46215, -3.67880, 0.82207], [3.57718, -3.77013, 2.03573], [4.50933, -4.87415, -0.00960], [6.27231, -3.60199, 1.52425], [6.43557, -2.53616, 2.36580], [6.56528, -4.71282, 2.24873], [7.20168, -3.60256, 0.53670], [0.73308, -1.10021, 2.98030], [-0.21854, -1.19169, 1.79691], [-1.67392, -1.30574, 2.25333], [-2.56658, -1.31426, 1.11893], [-3.55074, -2.33883, 1.16251], [0.01578, -0.03908, 0.95637], [1.77053, -1.05867, 2.64856], [0.73042, -1.98156, 3.62165], [0.41147, -0.33074, 3.68215], [0.04221, -2.06847, 1.20416], [-1.96339, -0.43158, 2.83657], [-1.78504, -2.17732, 2.89838], [-4.09643, -2.28271, 0.22061], [-4.22342, -2.26574, 2.01706], [-3.05630, -3.30987, 1.18884], [0.81802, -0.28928, 0.39608], [0.50474, 0.67177, 1.48146], [-1.33423, -2.48859, -1.69141], [-1.41894, -1.07189, -1.81901], [-0.52352, -0.51788, -2.78560], [-0.75749, 1.00849, -2.90217], [-0.71105, 1.55219, -1.50843], [-1.10331, 2.93819, -1.39539], [-1.12312, 3.31301, 0.13692], [-1.60952, 2.23562, 0.98326], [-1.46312, 2.48421, 2.35897], [-0.44282, -2.95367, -1.27048], [-1.59703, -2.89188, -2.66937], [-2.13906, -2.87825, -1.06809], [-0.77413, -0.92448, -3.76538], [0.50547, -0.74375, -2.50584], [-1.72528, 1.23434, -3.34991], [0.01385, 1.40163, -3.56442], [0.29555, 1.63486, -1.50523], [-2.10232, 3.13461, -1.78462], [-0.40895, 3.60728, -1.90361], [-1.70459, 4.22145, 0.29418], [-0.09992, 3.53100, 0.44293], [-1.78727, 1.69770, 3.04046], [-2.04368, 3.34845, 2.68168], [-0.45555, 2.71473, 2.70503]],
  "mulliken_spin": [1.009, 0.001, 0.001, 0.000, 0.000, 0.005, 0.001, 0.010, 0.065, -0.001, 0.013, 0.001, 0.001, 0.000, 0.000, 0.000, 0.000, 0.000, 0.000, 0.000, 0.000, 0.000, -0.006, 0.000, 0.001, 0.000, -0.001, 0.000, 0.000, 0.000, 0.000, 0.000, 0.000, 0.000, 0.000, -0.001, 0.002, 0.000, 0.000, 0.000, 0.000, 0.000, 0.000, 0.000, 0.000, 0.000, 0.018, -0.009, 0.019, 0.094, 0.008, 0.316, -0.003, -0.001, 0.001, 0.002, -0.010, -0.004, 0.003, -0.001, 0.003, -0.018, -0.017, 0.000, 0.130, 0.013, -0.005, 0.295, -0.010, 0.012, 0.085, 0.006, 0.003, -0.003, 0.003, -0.001, -0.003, 0.000, -0.003, -0.028, 0.003, -0.005, -0.001, 0.003, 0.004, -0.001, 0.002],
  "orbital_gap_ev": [7.860, 8.960],
  "s_squared": 2.004,
  "multiplicity": 3,
  "total_charge": -1
}

***

Entry 6:
{
  "formula": "C16H26F3N2O2",
  "method": "ωB97M-V/def2-TZVPD",
  "elements": ["C", "N", "C", "C", "C", "C", "C", "C", "C", "F", "F", "F", "C", "C", "H", "H", "H", "H", "H", "H", "H", "H", "H", "H", "H", "C", "O", "C", "C", "N", "C", "C", "O", "C", "H", "H", "H", "H", "H", "H", "H", "H", "H", "H", "H", "H", "H", "H", "H"],
  "coordinates": [[1.28310, 1.51079, -2.79561], [-0.14248, 1.41279, -2.48979], [-1.06133, 1.85371, -3.54573], [-0.54235, 1.35436, -1.17706], [-1.89711, 1.29274, -0.76197], [-2.86531, 0.52443, -1.45308], [-4.17717, 0.52355, -1.06153], [-4.58844, 1.30166, 0.01065], [-6.05593, 1.37492, 0.38159], [-6.15630, 1.60231, 1.70704], [-6.61295, 2.38933, -0.31027], [-6.64712, 0.20738, 0.05762], [-3.66270, 2.05700, 0.71251], [-2.33749, 2.03466, 0.35935], [1.43918, 1.71129, -3.85355], [1.72977, 2.31807, -2.21818], [1.78412, 0.57901, -2.54108], [-0.51493, 2.24050, -4.40280], [-1.68928, 1.03251, -3.88161], [-1.69990, 2.64913, -3.16581], [0.21552, 1.52246, -0.42936], [-2.55230, -0.10464, -2.26636], [-4.90967, -0.07684, -1.57716], [-4.00564, 2.67089, 1.52977], [-1.62528, 2.62868, 0.90212], [4.00352, -5.07937, 0.40197], [3.12412, -4.20246, 1.06897], [2.10318, -3.70430, 0.21636], [1.17506, -2.75059, 0.94882], [1.89044, -1.59792, 1.47901], [1.10356, -0.63417, 2.23184], [1.95143, 0.55519, 2.64246], [2.43095, 1.27611, 1.51337], [3.33098, 2.29849, 1.88668], [4.76978, -5.41112, 1.10471], [3.45173, -5.94688, 0.03560], [4.48030, -4.56216, -0.43251], [2.58711, -3.19355, -0.62346], [1.55229, -4.56208, -0.18917], [0.36238, -2.41567, 0.29490], [0.71090, -3.27320, 1.79007], [2.41231, -1.12322, 0.73667], [0.25680, -0.29906, 1.62550], [0.68744, -1.13739, 3.11026], [1.38925, 1.24968, 3.27900], [2.82174, 0.20971, 3.21305], [3.72393, 2.77497, 0.98682], [2.81252, 3.04452, 2.49277], [4.16026, 1.87374, 2.45661]],
  "nbo_charge": [-0.425, -0.270, -0.427, 0.290, -0.204, -0.084, -0.201, -0.052, 0.970, -0.305, -0.303, -0.306, -0.182, -0.124, 0.236, 0.232, 0.239, 0.240, 0.231, 0.236, 0.244, 0.215, 0.252, 0.253, 0.233, -0.245, -0.533, -0.060, -0.229, -0.614, -0.225, -0.070, -0.571, -0.247, 0.203, 0.166, 0.161, 0.149, 0.175, 0.150, 0.203, 0.354, 0.134, 0.213, 0.170, 0.187, 0.191, 0.169, 0.182],
  "orbital_gap_ev": 5.750,
  "total_charge": 1
}